Record 1
The following is a DFT calculation (wB97M-V/def2-TZVPD) of one molecule with the formula C19H23ClN2O5 in a non-equilibrium geometry.

Geometry (Å):
1 C 6.147 -5.871 1.245
2 H 6.785 -6.747 1.152
3 O 5.122 -6.045 0.294
4 C 4.165 -5.086 0.190
5 C 4.117 -3.926 0.957
6 C 3.091 -3.019 0.763
7 C 2.091 -3.230 -0.189
8 C 2.153 -4.392 -0.950
9 C 3.173 -5.304 -0.763
10 H 3.216 -6.204 -1.355
11 H 1.405 -4.597 -1.700
12 O 1.135 -2.262 -0.287
13 C 0.090 -2.444 -1.209
14 C -0.838 -1.285 -1.070
15 C -1.118 -0.456 -0.026
16 C -2.093 0.435 -0.555
17 N -2.353 0.129 -1.803
18 O -1.582 -0.930 -2.132
19 C -2.759 1.486 0.257
20 O -2.739 1.386 1.476
21 N -3.362 2.510 -0.377
22 C -3.411 2.710 -1.805
23 H -2.514 2.321 -2.281
24 H -4.272 2.196 -2.239
25 H -3.493 3.779 -1.992
26 C -4.056 3.489 0.430
27 H -4.197 3.051 1.421
28 H -5.027 3.700 -0.025
29 C -3.291 4.813 0.587
30 C -1.820 4.600 0.948
31 C -1.125 5.953 1.080
32 C -1.332 6.744 -0.210
33 C -2.827 6.829 -0.516
34 O -3.420 5.555 -0.616
35 H -3.006 7.314 -1.478
36 H -3.331 7.410 0.274
37 H -0.920 7.750 -0.122
38 H -0.829 6.234 -1.035
39 H -0.061 5.815 1.276
40 H -1.555 6.505 1.920
41 H -1.755 4.028 1.874
42 H -1.340 4.024 0.155
43 H -3.777 5.383 1.399
44 H -0.710 -0.455 0.961
45 H -0.457 -3.378 -1.000
46 H 0.465 -2.482 -2.242
47 Cl 3.035 -1.584 1.715
48 H 4.859 -3.708 1.707
49 H 6.735 -4.971 1.040
50 H 5.746 -5.821 2.262

Calculated values
SMILES: COc1ccc(OCc2cc(C(=O)N(C)C[C@H]3CCCCO3)no2)c(Cl)c1
E_HOMO, eV: -8.31
Orbital gap, eV: 9.02
Total charge: 0
2S+1: 1

These are the Mulliken partial charges, in e, on atoms 1 to 2: number 1, C, carries -0.83; number 2, H, carries 0.23

Record 2
The following is a DFT calculation (wB97M-V/def2-TZVPD) of one molecule with the formula C19H23ClN4O2.

Geometry (Å):
1 O 4.007 -0.702 -1.031
2 C 4.302 -0.152 0.010
3 N 3.587 0.888 0.536
4 C 2.554 1.606 -0.073
5 C 2.416 2.983 -0.103
6 C 1.202 3.194 -0.758
7 N 0.644 2.048 -1.092
8 N 1.466 1.082 -0.682
9 C 1.060 -0.305 -0.786
10 C 0.258 -0.513 -2.079
11 C -0.846 -1.542 -1.855
12 N -1.834 -1.115 -0.867
13 C -1.245 -0.288 0.188
14 C 0.204 -0.680 0.437
15 H 0.272 -1.751 0.626
16 H 0.576 -0.159 1.321
17 H -1.840 -0.421 1.098
18 H -1.276 0.778 -0.084
19 C -3.006 -0.460 -1.435
20 C -4.129 -0.369 -0.429
21 C -4.909 0.774 -0.352
22 C -5.979 0.833 0.523
23 C -6.290 -0.244 1.335
24 C -5.510 -1.381 1.274
25 C -4.426 -1.458 0.402
26 O -3.690 -2.589 0.389
27 H -2.878 -2.404 -0.136
28 H -5.726 -2.233 1.898
29 H -7.129 -0.191 2.011
30 Cl -6.939 2.273 0.597
31 H -4.685 1.620 -0.984
32 H -3.353 -1.064 -2.282
33 H -2.773 0.549 -1.812
34 H -0.402 -2.483 -1.509
35 H -1.357 -1.750 -2.798
36 H -0.187 0.440 -2.369
37 H 0.920 -0.841 -2.880
38 H 1.967 -0.912 -0.807
39 H 0.721 4.121 -0.997
40 H 3.097 3.714 0.283
41 H 4.005 1.384 1.310
42 C 5.460 -0.605 0.830
43 C 5.440 -0.566 2.337
44 C 6.343 0.353 1.589
45 H 6.117 1.409 1.556
46 H 7.403 0.149 1.591
47 H 4.568 -0.163 2.830
48 H 5.876 -1.404 2.860
49 H 5.945 -1.453 0.364

Calculated values
SMILES: O=C(Nc1ccnn1C1CCN(Cc2cc(Cl)ccc2O)CC1)C1CC1
E_HOMO, eV: -8.07
Orbital gap, eV: 8.60
Total charge: 0
2S+1: 1

These are the Mulliken partial charges, in e, on atoms 1 to 2: number 1, O, carries -0.66; number 2, C, carries 0.58

Record 3
The following is a DFT calculation (wB97M-V/def2-TZVPD) of one molecule with the formula C19H23ClN4O4S in a non-equilibrium geometry.

Geometry (Å):
1 C 1.450 1.870 0.092
2 H 1.962 2.633 -0.487
3 H 0.522 2.285 0.477
4 H 1.217 1.033 -0.559
5 C 2.336 1.417 1.251
6 C 2.654 2.595 2.172
7 H 1.733 3.033 2.548
8 H 3.209 3.352 1.626
9 H 3.248 2.259 3.018
10 C 3.622 0.767 0.744
11 H 4.196 1.490 0.173
12 H 4.223 0.420 1.583
13 H 3.386 -0.080 0.106
14 O 1.610 0.495 2.105
15 C 1.155 -0.659 1.612
16 O 1.280 -1.068 0.477
17 N 0.524 -1.376 2.574
18 C 0.185 -0.879 3.894
19 C -0.497 -2.074 4.555
20 H 0.249 -2.740 4.989
21 H -1.194 -1.773 5.333
22 C -1.192 -2.760 3.380
23 H -2.100 -2.221 3.110
24 C -0.172 -2.612 2.246
25 C -0.796 -2.505 0.902
26 N -1.714 -1.676 0.537
27 N -1.937 -1.882 -0.777
28 C -1.135 -2.842 -1.143
29 S -0.954 -3.528 -2.710
30 C -2.211 -2.562 -3.625
31 H -3.100 -2.503 -3.000
32 H -2.406 -3.147 -4.523
33 C -1.708 -1.177 -4.045
34 O -1.319 -0.967 -5.170
35 N -1.789 -0.274 -3.040
36 C -1.430 1.073 -3.051
37 C -0.917 1.722 -4.171
38 C -0.600 3.066 -4.097
39 C -0.790 3.784 -2.928
40 C -1.302 3.127 -1.821
41 C -1.619 1.783 -1.865
42 H -2.008 1.283 -0.992
43 Cl -1.561 4.007 -0.354
44 H -0.549 4.833 -2.874
45 H -0.201 3.565 -4.966
46 H -0.771 1.172 -5.085
47 H -2.084 -0.632 -2.127
48 O -0.401 -3.302 -0.118
49 H 0.541 -3.447 2.218
50 H -1.436 -3.801 3.578
51 H -0.496 -0.025 3.812
52 H 1.088 -0.555 4.415

Calculated values
SMILES: CC(C)(C)OC(=O)N1CCC[C@H]1c1nnc(SCC(=O)Nc2cccc(Cl)c2)o1
E_HOMO, eV: -8.49
Orbital gap, eV: 9.10
Total charge: 0
2S+1: 1

These are the Mulliken partial charges, in e, on atoms 1 to 2: number 1, C, carries -1.65; number 2, H, carries 0.55

Record 4
The following is a DFT calculation (wB97M-V/def2-TZVPD) of C19H23CuN5O4S2 as an isolated structure in a non-equilibrium geometry.

Geometry (Å):
1 Cu -0.886 -0.461 0.341
2 O -3.758 4.645 -3.424
3 C -4.315 3.685 -2.859
4 O -5.515 3.354 -2.719
5 C -3.404 2.695 -2.172
6 C -2.005 2.844 -2.209
7 C -1.238 1.932 -1.463
8 N -1.766 0.951 -0.719
9 C -3.110 0.784 -0.760
10 C -3.936 1.623 -1.499
11 C -3.603 -0.383 0.033
12 O -4.820 -0.657 0.095
13 O -2.694 -1.186 0.532
14 H -1.531 3.698 -2.766
15 H -0.136 1.897 -1.572
16 H -5.027 1.414 -1.503
17 C -0.762 -3.860 0.480
18 C -0.508 -3.192 1.785
19 N -0.184 -1.914 1.881
20 C -0.147 -1.431 3.181
21 C -0.462 -2.377 4.097
22 S -0.674 -3.893 3.385
23 C 0.131 -0.018 3.445
24 C -0.117 0.557 4.682
25 S 0.074 2.233 4.646
26 C 0.556 2.081 2.970
27 N 0.523 0.865 2.467
28 C 0.876 3.291 2.165
29 H -1.675 -3.440 0.049
30 H -0.916 -4.942 0.545
31 H 0.084 -3.693 -0.183
32 H -0.555 -2.278 5.141
33 H -0.506 -0.013 5.491
34 H 1.922 3.116 1.706
35 H 0.953 4.233 2.747
36 H 0.225 3.411 1.317
37 C 2.909 -0.636 -3.361
38 C 2.770 -0.812 -1.861
39 C 3.845 -0.064 -1.097
40 C 2.926 -2.262 -1.410
41 N 1.514 -0.247 -1.520
42 N 1.091 -0.523 -0.199
43 H 3.824 -1.031 -3.755
44 H 2.762 0.432 -3.617
45 H 2.073 -1.153 -3.901
46 H 4.795 -0.660 -1.389
47 H 3.781 0.054 -0.004
48 H 4.012 0.901 -1.580
49 H 3.712 -2.735 -2.002
50 H 2.061 -2.866 -1.711
51 H 3.089 -2.385 -0.350
52 H 0.774 -0.497 -2.201
53 H 1.366 0.257 0.414
54 H 1.599 -1.342 0.208

Calculated values
E_HOMO (alpha / beta), eV: -7.39 / -7.39
Orbital gap (alpha / beta), eV: 6.63 / 5.65
Total charge: 0
2S+1: 2
⟨S²⟩: 0.75

These are the Mulliken partial charges, in e, on atoms 1 to 2: number 1, Cu, carries -0.52; number 2, O, carries -0.73

Record 5
The following is a DFT calculation (wB97M-V/def2-TZVPD) of one molecule with the formula C19H23FN2O4S in a non-equilibrium geometry.

Geometry (Å):
1 O -1.542 -1.792 1.778
2 F 0.286 -3.620 0.138
3 N -1.935 0.265 0.923
4 N -0.487 0.988 -0.753
5 O -4.762 2.685 5.399
6 O 2.424 -1.739 -3.414
7 O 5.071 -3.246 -2.423
8 S -3.775 2.493 1.031
9 C -1.317 -1.007 0.842
10 C -1.453 1.151 0.158
11 C 0.003 -0.130 -1.078
12 C 1.019 -0.200 -2.033
13 C 1.457 -2.442 -1.424
14 C 1.615 -1.378 -2.394
15 C 0.540 -2.364 -0.394
16 C -2.087 2.529 0.326
17 C -0.548 -1.393 -0.467
18 C -5.694 1.916 4.582
19 C -3.374 2.481 5.179
20 C 5.425 -2.002 -1.770
21 C -5.368 2.031 3.064
22 C -2.987 2.586 3.759
23 C -3.911 1.872 2.743
24 C 3.319 -0.893 -4.165
25 C 4.730 -3.027 -3.782
26 C 5.398 -0.910 -2.830
27 C 4.761 -1.433 -4.053
28 H 1.318 0.788 -2.434
29 H 2.019 -3.401 -1.495
30 H -2.184 3.010 -0.614
31 H -1.533 3.236 0.819
32 H -1.288 -1.893 -1.110
33 H -6.638 2.227 4.732
34 H -5.715 0.889 4.943
35 H -2.973 1.429 5.521
36 H -2.838 3.177 5.859
37 H 6.240 -2.139 -1.134
38 H 4.595 -1.787 -1.113
39 H -5.731 2.908 2.556
40 H -5.900 1.218 2.516
41 H -1.992 2.159 3.614
42 H -2.829 3.685 3.509
43 H -3.594 0.838 2.854
44 H 3.062 -0.930 -5.205
45 H 3.274 0.156 -3.905
46 H 3.795 -3.584 -4.016
47 H 5.445 -3.526 -4.404
48 H 6.436 -0.580 -2.964
49 H 4.903 -0.020 -2.530
50 H 5.320 -1.278 -4.940

Calculated values
SMILES: O=C1N=C(CSC2CCOCC2)N=C2C=C(OC[C@H]3CCOC3)C=C(F)[C@@H]12
E_HOMO, eV: -8.39
Orbital gap, eV: 7.12
Total charge: 0
2S+1: 1

These are the Mulliken partial charges, in e, on atoms 1 to 2: number 1, O, carries -0.60; number 2, F, carries -0.30

Record 6
The following is a DFT calculation (wB97M-V/def2-TZVPD) of one molecule with the formula C19H23FN4O5S2 in a non-equilibrium geometry.

Geometry (Å):
1 C 4.090 2.424 1.346
2 H 5.096 2.395 1.350
3 O 3.640 1.537 0.167
4 C 2.398 1.546 -0.055
5 C 1.428 2.444 0.561
6 C 0.132 2.020 0.317
7 C -0.178 1.065 -0.565
8 C 0.874 0.463 -1.543
9 C 2.208 0.621 -1.136
10 N 3.078 -0.193 -1.620
11 S 3.143 -1.982 -1.134
12 O 4.365 -2.507 -1.651
13 O 1.775 -2.156 -1.260
14 C 3.232 -1.618 0.690
15 C 4.568 -1.399 1.189
16 C 4.717 -1.189 2.724
17 C 3.497 -0.697 3.460
18 C 2.292 -0.845 2.895
19 C 2.062 -1.236 1.326
20 H 1.163 -1.362 1.067
21 H 1.503 -0.506 3.349
22 F 3.791 -0.596 4.693
23 H 5.659 -1.210 3.026
24 H 5.382 -1.907 0.757
25 H 4.134 0.156 -1.820
26 H 0.519 -0.316 -2.263
27 N -1.547 0.879 -1.023
28 C -2.484 0.309 -0.350
29 O -2.443 0.741 1.061
30 C -3.530 -0.624 -0.715
31 N -2.771 -1.950 -0.880
32 C -1.752 -2.099 -1.760
33 O -1.674 -1.548 -2.706
34 N -1.089 -3.220 -1.386
35 H -1.096 -3.707 -0.491
36 H -0.264 -3.577 -2.066
37 H -2.767 -2.286 -0.028
38 C -4.824 -0.874 0.223
39 C -5.512 0.574 0.017
40 H -6.369 0.330 0.592
41 H -5.074 1.386 0.627
42 S -5.906 0.946 -1.494
43 C -4.725 2.539 -1.813
44 H -4.939 3.000 -2.770
45 H -4.892 3.301 -1.224
46 H -3.938 2.254 -1.792
47 H -5.477 -1.427 -0.275
48 H -4.645 -0.814 1.166
49 H -3.698 -0.383 -1.968
50 H -1.458 0.103 -1.979
51 H -0.696 2.506 0.654
52 H 1.634 2.918 1.280
53 H 3.548 2.257 2.094
54 H 3.819 3.513 1.137

Calculated values
SMILES: COc1ccc(NC(=O)[C@H](CCSC)NC(N)=O)cc1NS(=O)(=O)c1ccc(F)cc1
E_HOMO, eV: -7.68
Orbital gap, eV: 7.40
Total charge: 0
2S+1: 1

These are the Mulliken partial charges, in e, on atoms 1 to 2: number 1, C, carries -1.35; number 2, H, carries 0.36

Record 7
The following is a DFT calculation (wB97M-V/def2-TZVPD) of C19H23ILuN5O4S as an isolated structure in a non-equilibrium geometry.

Geometry (Å):
1 C 4.049 1.852 -4.046
2 I 5.458 1.085 -3.136
3 H 3.008 2.066 -3.889
4 H 4.129 1.125 -4.851
5 H 4.579 2.824 -4.175
6 C 1.323 -2.833 2.467
7 C 1.954 -1.701 2.763
8 N 2.227 -0.989 1.614
9 C 1.741 -1.724 0.500
10 N 1.214 -2.841 1.060
11 H 0.953 -3.619 3.053
12 H 2.304 -1.312 3.763
13 C -2.032 -0.296 -3.383
14 C -0.284 0.264 -2.070
15 N -0.995 -0.772 -2.635
16 H -2.673 1.768 -3.755
17 N -0.958 1.385 -2.512
18 H -2.730 -0.977 -3.922
19 Lu 1.123 0.264 -0.117
20 C 3.512 1.178 -1.959
21 O 2.531 1.362 -1.329
22 C -2.051 1.057 -3.333
23 C -0.605 2.747 -2.190
24 H -1.185 3.430 -2.821
25 H 0.465 2.923 -2.359
26 H -0.813 2.981 -1.130
27 C -0.690 -2.153 -2.464
28 H -0.960 -2.705 -3.381
29 H -1.260 -2.595 -1.628
30 H 0.382 -2.299 -2.260
31 C 0.614 -3.895 0.302
32 H 0.843 -4.861 0.765
33 H 1.005 -3.874 -0.720
34 H -0.478 -3.781 0.270
35 C 3.151 0.103 1.532
36 H 3.883 -0.018 0.708
37 H 3.702 0.162 2.485
38 H 2.649 1.101 1.425
39 O -1.757 -2.193 1.730
40 S -2.158 -0.956 1.138
41 O -2.975 -0.976 -0.066
42 N -0.806 -0.056 0.811
43 C -0.685 1.119 1.473
44 O 0.356 1.861 1.194
45 C -1.770 1.326 2.383
46 C -1.963 2.400 3.282
47 C -3.079 2.354 4.104
48 C -4.008 1.266 4.050
49 C -3.772 0.199 3.117
50 C -2.661 0.268 2.316
51 H -1.238 3.198 3.289
52 H -3.272 3.150 4.812
53 H -4.846 1.243 4.678
54 H -4.449 -0.639 3.046

Calculated values
E_HOMO (alpha / beta), eV: 2.49 / 2.51
Orbital gap (alpha / beta), eV: 1.58 / 1.51
Total charge: -2
2S+1: 1

These are the Mulliken partial charges, in e, on atoms 1 to 2: number 1, C, carries -1.07; number 2, I, carries -0.07

Record 8
The following is a DFT calculation (wB97M-V/def2-TZVPD) of C19H23IN2O3PPdS2Se as an isolated structure in a non-equilibrium geometry.

Geometry (Å):
1 Pd -0.113 1.506 -1.260
2 C -0.435 -3.147 -2.504
3 C -1.662 -2.324 -2.808
4 O -1.612 -1.143 -1.967
5 P -1.845 0.326 -2.494
6 S 1.773 0.173 -1.570
7 S -0.375 1.142 -3.539
8 O -3.212 0.170 -3.308
9 C -3.756 1.278 -4.070
10 C -4.463 0.712 -5.276
11 H -0.440 -4.051 -3.112
12 H -0.414 -3.433 -1.453
13 H 0.470 -2.577 -2.719
14 H -2.588 -2.849 -2.568
15 H -1.702 -2.021 -3.857
16 H -2.941 1.946 -4.353
17 H -4.436 1.823 -3.415
18 H -3.752 0.321 -6.002
19 H -5.053 1.491 -5.757
20 H -5.136 -0.092 -4.981
21 Se -0.502 0.595 1.982
22 N 0.330 1.604 0.753
23 C 1.474 2.027 1.262
24 C 2.435 2.862 0.592
25 C 3.569 3.178 1.254
26 C 3.839 2.714 2.599
27 C 2.950 1.950 3.270
28 C 1.723 1.582 2.608
29 N 0.791 0.821 3.144
30 H 2.223 3.211 -0.411
31 H 4.312 3.801 0.774
32 H 4.773 3.000 3.061
33 H 3.123 1.587 4.273
34 C -4.057 1.425 0.591
35 O -2.656 1.562 0.448
36 H -4.591 2.130 -0.051
37 H -4.381 1.567 1.626
38 H -4.310 0.411 0.284
39 H -2.401 2.489 0.568
40 C 2.016 -0.674 -0.130
41 C 2.197 -1.281 0.901
42 C 2.443 -1.965 2.133
43 C 1.446 -2.742 2.726
44 C 1.677 -3.377 3.933
45 C 2.907 -3.253 4.565
46 C 3.906 -2.484 3.980
47 C 3.676 -1.841 2.776
48 H 0.487 -2.837 2.230
49 H 0.893 -3.971 4.383
50 H 3.087 -3.754 5.507
51 H 4.866 -2.381 4.468
52 H 4.447 -1.233 2.320
53 I -1.004 4.022 -1.405

Calculated values
E_HOMO (alpha / beta), eV: -7.54 / -7.59
Orbital gap (alpha / beta), eV: 6.42 / 5.82
Total charge: 0
2S+1: 2
⟨S²⟩: 0.77

These are the Mulliken partial charges, in e, on atoms 1 to 2: number 1, Pd, carries 0.06; number 2, C, carries -1.05

Table of DFT total energy (Ha), in record order: -1683.65345; -1567.49661; -2116.23975; -3749.38777; -1646.15468; -2228.64873; -3243.57005; -5037.76134